P | Below is a structure of composition C25H18AsBr2F6MnN2O10, with properties calculated with ωB97M-V/def2-TZVPD.

Geometry as XYZ:
```
65
Properties=species:S:1:pos:R:3:lowdin_charge:R:1
Mn 0.07 0.83 1.03 1.06
O -0.64 3.70 3.72 0.07
C -0.36 2.61 3.27 -0.57
O 0.14 2.41 2.09 -0.09
C -0.50 1.37 4.17 -0.10
C 0.78 0.52 4.14 -0.24
C 0.80 -0.45 5.33 -0.09
C -0.25 -1.50 4.89 -0.09
C -0.70 -0.93 3.54 -0.24
O 0.53 -0.37 3.03 -0.10
C -1.58 0.32 3.77 -0.09
C -2.42 0.62 2.53 -0.56
O -3.63 0.71 2.64 0.07
O -1.79 0.70 1.39 -0.09
H -0.69 1.76 5.17 0.15
H 1.70 1.06 3.94 0.17
H 1.79 -0.89 5.45 0.11
H 0.54 0.06 6.26 0.11
H 0.21 -2.48 4.75 0.11
H -1.08 -1.61 5.59 0.11
H -1.09 -1.64 2.82 0.16
H -2.28 0.17 4.58 0.15
C -2.05 2.26 -1.51 -0.01
C -0.70 1.88 -2.01 -0.27
C -0.42 1.80 -3.40 0.01
C 0.83 1.48 -3.82 -0.01
C 1.84 1.20 -2.87 -0.18
C 3.18 0.85 -3.18 -0.63
Br 3.77 0.79 -4.98 0.72
C 4.07 0.54 -2.19 -0.19
C 3.66 0.55 -0.84 -0.60
Br 4.92 0.08 0.49 0.72
C 2.38 0.87 -0.47 -0.38
O 1.96 0.86 0.77 -0.16
C 1.47 1.22 -1.52 -0.13
N 0.21 1.56 -1.12 0.13
H -2.67 2.63 -2.33 0.08
H -1.96 3.05 -0.76 0.10
H -2.52 1.40 -1.03 0.07
H -1.21 1.99 -4.12 0.11
H 1.05 1.41 -4.87 0.08
H 5.09 0.28 -2.43 0.08
O -1.51 -1.11 -1.27 0.08
C -0.71 -1.60 -0.49 -0.55
O 0.06 -1.00 0.35 -0.10
C -0.54 -3.11 -0.46 -0.09
C -1.36 -3.90 -1.26 0.00
C -1.24 -5.28 -1.24 0.00
C -0.29 -5.85 -0.41 -0.16
C 0.54 -5.09 0.40 0.00
C 0.40 -3.71 0.37 0.01
N -0.17 -7.31 -0.37 -0.36
O -0.89 -7.97 -1.10 0.05
O 0.68 -7.80 0.36 0.05
H -2.08 -3.41 -1.90 0.12
H -1.87 -5.92 -1.85 0.11
H 1.27 -5.57 1.03 0.11
H 1.03 -3.07 0.97 0.12
F -0.74 5.10 -3.31 -0.25
As -0.82 5.44 -5.00 0.69
F -0.90 5.76 -6.71 -0.28
F -1.93 4.10 -5.21 -0.28
F -2.17 6.51 -4.74 -0.28
F 0.52 4.36 -5.28 -0.27
F 0.28 6.76 -4.80 -0.27
```

Results
* LUMO (spin up / spin down): 2.72 / 2.72 eV
* charge: -2
* multiplicity: 5
* frontier orbital gap (spin up / spin down): 6.221 / 6.283 eV

=====

Q | Below is a structure of composition C25H18AsBr2F6MnN2O10, with properties calculated with ωB97M-V/def2-TZVPD.

Geometry as XYZ:
```
65
Properties=species:S:1:pos:R:3:lowdin_charge:R:1
Mn -0.52 1.06 -1.44 1.10
O 1.85 2.77 -4.20 0.06
C 1.18 1.93 -3.62 -0.56
O 0.76 2.06 -2.40 -0.07
C 0.88 0.60 -4.32 -0.09
C 1.31 -0.59 -3.45 -0.24
C 1.43 -1.85 -4.31 -0.10
C -0.06 -2.20 -4.56 -0.09
C -0.76 -1.07 -3.81 -0.25
O 0.12 -0.86 -2.69 -0.11
C -0.62 0.25 -4.59 -0.09
C -1.66 1.27 -4.11 -0.56
O -2.37 1.81 -4.94 0.07
O -1.77 1.43 -2.83 -0.08
H 1.44 0.64 -5.26 0.14
H 2.13 -0.39 -2.77 0.16
H 1.99 -1.67 -5.23 0.11
H 1.94 -2.64 -3.75 0.11
H -0.33 -2.22 -5.61 0.11
H -0.32 -3.17 -4.11 0.11
H -1.75 -1.28 -3.43 0.13
H -0.79 0.11 -5.65 0.15
C 0.34 2.83 2.69 -0.04
C -0.41 1.53 2.78 -0.30
C -0.60 0.91 4.04 -0.01
C -1.25 -0.28 4.12 -0.05
C -1.73 -0.89 2.93 -0.20
C -2.39 -2.14 2.89 -0.63
Br -2.70 -3.13 4.50 0.70
C -2.81 -2.67 1.71 -0.20
C -2.59 -1.98 0.52 -0.59
Br -3.17 -2.79 -1.10 0.76
C -1.95 -0.74 0.45 -0.37
O -1.78 -0.16 -0.69 -0.16
C -1.51 -0.19 1.72 -0.14
N -0.87 0.99 1.68 0.18
H 0.03 3.51 3.47 0.08
H 0.18 3.28 1.72 0.07
H 1.41 2.63 2.80 0.07
H -0.22 1.39 4.94 0.11
H -1.40 -0.78 5.07 0.07
H -3.32 -3.63 1.68 0.08
O 2.33 1.79 0.41 0.07
C 1.81 0.69 0.41 -0.57
O 0.85 0.26 -0.33 -0.12
C 2.27 -0.35 1.42 -0.09
C 3.40 -0.08 2.20 0.00
C 3.83 -0.98 3.15 0.00
C 3.10 -2.15 3.32 -0.16
C 1.97 -2.44 2.57 0.02
C 1.57 -1.53 1.61 0.01
N 3.55 -3.12 4.33 -0.36
O 4.54 -2.84 5.00 0.05
O 2.93 -4.16 4.46 0.06
H 3.91 0.86 2.03 0.12
H 4.70 -0.80 3.76 0.11
H 1.43 -3.36 2.75 0.12
H 0.69 -1.72 1.01 0.12
F -1.42 2.93 -0.40 -0.28
As -2.91 3.76 0.14 0.73
F -4.33 4.58 0.71 -0.27
F -3.66 3.44 -1.37 -0.23
F -3.50 2.25 0.77 -0.24
F -2.25 5.24 -0.47 -0.25
F -2.13 4.07 1.67 -0.26
```

Results
* LUMO (spin up / spin down): 3.18 / 3.18 eV
* charge: -2
* multiplicity: 5
* frontier orbital gap (spin up / spin down): 6.311 / 6.381 eV

=====

Which structure is the least stable? The one labeled Q.

=====

P | Below is the ion C4H11NS2 with charge -1, with properties calculated with ωB97M-V/def2-TZVPD.

Geometry as XYZ:
```
18
Properties=species:S:1:pos:R:3:lowdin_charge:R:1
N 3.11 0.96 -1.16 -0.04
C 1.69 1.15 -1.41 -0.40
C 1.05 -0.22 -1.41 -0.62
S 0.87 -0.81 0.32 0.20
S -0.85 0.29 1.03 0.23
C -2.29 -0.46 0.22 -0.67
C -3.42 -0.65 1.30 -0.23
H 3.63 1.81 -1.02 0.05
H 3.29 0.31 -0.41 0.02
H 1.53 1.58 -2.42 0.10
H 1.17 1.83 -0.74 0.07
H 1.58 -0.94 -2.03 0.05
H 0.03 -0.23 -1.80 0.04
H -1.97 -1.42 -0.21 0.04
H -2.67 0.29 -0.46 0.03
H -3.35 0.04 2.13 0.03
H -4.37 -0.62 0.77 0.04
H -3.34 -1.65 1.72 0.05
```

Results
* LUMO (spin up / spin down): 3.98 / 3.96 eV
* charge: -1
* multiplicity: 2
* frontier orbital gap (spin up / spin down): 3.698 / 7.406 eV

=====

Q | Below is a cluster of 2 separate species, C4H11NS2 in total, with properties calculated with ωB97M-V/def2-TZVPD.

Geometry as XYZ:
```
18
Properties=species:S:1:pos:R:3:lowdin_charge:R:1
C -0.35 1.48 3.65 -0.61
S 0.79 0.29 2.91 0.08
S 1.30 1.47 1.11 -0.08
H 0.20 2.28 4.14 0.00
H -1.00 0.98 4.36 -0.01
H -0.99 1.90 2.86 -0.01
H 1.73 0.42 0.40 -0.31
N 1.59 -0.69 -1.57 -0.04
C 0.28 -0.30 -2.10 -0.31
C -1.93 -1.04 -1.27 0.00
C -0.74 -1.34 -1.77 -0.19
H 2.33 -0.12 -1.97 0.06
H 1.80 -1.66 -1.79 0.05
H 0.31 -0.17 -3.20 0.10
H 0.00 0.65 -1.66 0.07
H -2.68 -1.77 -1.03 0.04
H -2.17 0.00 -1.07 0.06
H -0.50 -2.38 -2.00 0.09
```

Results
* LUMO (spin up / spin down): 3.57 / 3.56 eV
* charge: -1
* multiplicity: 2
* frontier orbital gap (spin up / spin down): 3.377 / 6.311 eV

=====

Which structure is the least stable? The one labeled Q.

=====

P | Below is a structure of composition C5H9N2O, with properties calculated with ωB97M-V/def2-TZVPD.

Geometry as XYZ:
```
17
Properties=species:S:1:pos:R:3:lowdin_charge:R:1
C 0.65 -0.11 -0.66 -0.32
C -2.27 -0.26 1.12 -0.05
C -2.01 0.00 -0.38 0.00
C 1.69 0.24 0.15 -0.07
C -0.80 -0.32 1.21 0.03
N -0.58 -0.21 -0.06 0.04
N 2.92 0.48 -0.39 0.11
O 0.75 -0.53 -1.94 0.10
H -2.57 0.70 1.55 0.14
H -2.71 -1.10 1.63 0.13
H -2.39 -0.63 -1.15 0.13
H -2.26 1.02 -0.65 0.14
H 1.41 0.28 1.17 0.11
H -0.11 -0.60 1.92 0.13
H 3.08 0.12 -1.27 0.06
H 1.54 -0.15 -2.41 0.14
H 3.68 1.06 0.13 0.18
```

Results
* LUMO (spin up / spin down): -4.52 / -4.52 eV
* charge: +1
* frontier orbital gap (spin up / spin down): 7.531 / 7.530 eV

=====

Q | Below is a cluster of 2 separate species, C5H9N2O in total, with properties calculated with ωB97M-V/def2-TZVPD.

Geometry as XYZ:
```
17
Properties=species:S:1:pos:R:3:lowdin_charge:R:1
C 3.54 2.55 0.13 -0.15
C -0.18 -1.44 1.16 -0.12
C 2.60 1.78 -0.07 0.03
C -1.59 -0.86 -0.32 -0.25
C -2.96 -0.82 -0.88 0.10
N -0.52 -0.20 -0.60 0.14
N 0.44 -0.39 0.32 0.16
O -1.51 -1.56 0.81 0.13
H 4.46 2.11 0.65 0.08
H 3.74 3.71 0.33 0.11
H 0.18 -2.46 1.10 0.16
H 0.13 -1.15 2.16 0.16
H 1.93 1.02 -0.31 -0.05
H -3.16 0.07 -1.26 0.06
H -3.69 -1.10 -0.10 0.14
H -3.02 -1.55 -1.64 0.11
H -0.40 0.29 -1.47 0.20
```

Results
* LUMO (spin up / spin down): -4.30 / -6.34 eV
* charge: +1
* frontier orbital gap (spin up / spin down): 9.078 / 3.952 eV

=====

Which structure is the least stable? The one labeled Q.

=====

P | Below is a cluster of 2 separate species, C5H9N2O in total, with properties calculated with ωB97M-V/def2-TZVPD.

Geometry as XYZ:
```
17
Properties=species:S:1:pos:R:3:lowdin_charge:R:1
C 0.27 1.13 4.71 -0.15
C 0.01 -1.20 0.00 -0.06
C 0.22 1.28 3.46 0.04
C -0.16 -0.62 -2.20 -0.27
C -0.13 -0.38 -3.61 0.07
N -0.29 0.44 -1.42 0.12
N -0.14 0.18 -0.11 0.14
O 0.13 -1.67 -1.45 0.12
H 1.20 1.16 5.34 0.07
H -0.45 1.00 5.52 0.06
H 0.85 -1.39 0.71 0.17
H -0.87 -1.76 0.33 0.16
H 0.08 1.23 2.43 -0.03
H -0.38 0.64 -3.84 0.11
H -0.85 -0.93 -4.19 0.13
H 0.81 -0.55 -4.03 0.11
H -0.31 1.45 -1.63 0.22
```

Results
* LUMO (spin up / spin down): -4.47 / -6.31 eV
* charge: +1
* frontier orbital gap (spin up / spin down): 8.376 / 3.908 eV

=====

Q | Below is a cluster of 2 separate species, C5H9N2O in total, with properties calculated with ωB97M-V/def2-TZVPD.

Geometry as XYZ:
```
17
Properties=species:S:1:pos:R:3:lowdin_charge:R:1
C -0.21 0.40 0.49 -0.04
C -1.15 0.42 -2.16 -0.10
C 0.00 0.75 -0.84 -0.11
C 0.06 -0.34 -1.90 -0.24
C 1.26 -0.33 -2.89 0.01
N -0.60 -0.02 1.50 0.28
N -0.42 -0.20 4.09 0.05
O -2.14 0.98 -2.49 0.25
H 0.59 1.64 -1.00 0.14
H -0.30 -1.29 -1.44 0.18
H 2.16 -0.66 -2.26 0.12
H 1.49 0.75 -3.05 0.11
H 0.93 -0.99 -3.66 0.08
H -0.42 -0.34 2.52 0.05
H -1.39 -0.43 4.26 0.08
H 0.05 0.65 4.34 0.07
H 0.10 -0.98 4.49 0.08
```

Results
* LUMO: -3.68 eV
* charge: +1
* frontier orbital gap: 9.658 eV

=====

R | Below is the ion C5H9N2O with charge +1, with properties calculated with ωB97M-V/def2-TZVPD.

Geometry as XYZ:
```
17
Properties=species:S:1:pos:R:3:lowdin_charge:R:1
N 1.30 -0.75 -0.11 0.09
C 0.96 -0.56 1.33 -0.13
C -0.48 -0.07 1.49 -0.15
N -0.93 0.31 0.28 -0.09
C -0.59 -0.48 -0.87 -0.01
C -0.64 0.42 -1.94 -0.01
C -0.77 1.70 -1.41 -0.02
O -0.98 1.65 -0.10 0.09
H 2.05 -0.14 -0.30 0.12
H 1.43 -1.69 -0.26 0.08
H 1.57 0.18 1.91 0.15
H 1.12 -1.58 1.71 0.13
H -1.24 -0.91 1.80 0.18
H -0.60 0.67 2.25 0.14
H -0.80 -1.46 -0.84 0.12
H -0.55 0.04 -2.99 0.15
H -0.86 2.68 -1.93 0.17
```

Results
* SMILES: NCC[n+]1ccco1
* LUMO: -3.90 eV
* charge: +1
* frontier orbital gap: 9.978 eV

=====

S | Below is the ion C5H9N2O with charge +1, with properties calculated with ωB97M-V/def2-TZVPD.

Geometry as XYZ:
```
17
Properties=species:S:1:pos:R:3:lowdin_charge:R:1
C -0.94 0.36 -1.69 -0.24
C -0.53 1.22 -0.46 -0.08
C -0.42 -0.67 1.21 -0.05
C 0.62 -1.71 0.84 -0.02
C 1.73 0.27 0.64 0.00
N -0.31 -0.54 -2.23 0.15
N 0.21 0.63 0.75 -0.05
O 1.73 -1.07 0.55 0.02
H -2.06 0.67 -1.99 0.16
H 0.12 2.14 -0.66 0.15
H -1.46 1.75 -0.08 0.14
H -1.47 -0.94 0.68 0.19
H -0.62 -0.42 2.25 0.14
H 0.38 -2.73 0.60 0.15
H 0.52 -0.91 -1.79 0.06
H 2.31 0.76 -0.17 0.15
H 0.18 1.20 1.55 0.14
```

Results
* LUMO (spin up / spin down): -5.15 / -4.61 eV
* charge: +1
* frontier orbital gap (spin up / spin down): 7.807 / 9.079 eV

=====

Which structure is the least stable? The one labeled P.